DFT (the ωB97M-V functional and the def2-TZVPD basis) results for a structure of composition C30H33BClFeN8O2 in a non-equilibrium geometry.

Geometry as XYZ:
```
76
Properties=species:S:1:pos:R:3
Fe -0.73876 -0.42181 -0.19915
C -1.60190 3.56396 0.99119
C -1.44073 2.31017 0.18890
N -1.34165 1.14122 0.75846
N -1.53614 1.01755 2.08454
C -1.48764 -0.25552 2.44439
O -1.29454 -1.21878 1.62925
C -1.62992 -0.56919 3.87823
C -1.79630 -1.89873 4.26865
C -1.86653 -2.23483 5.60892
C -1.75948 -1.25387 6.58744
C -1.57980 0.07015 6.20471
C -1.51743 0.41176 4.86559
C -1.42545 2.29759 -1.24389
C -1.72957 3.41420 -2.03814
C -1.87094 3.26377 -3.39701
C -1.71185 1.99949 -3.96599
C -1.36238 0.95981 -3.12767
N -1.19719 1.09157 -1.82073
H -1.39700 3.33281 2.03228
H -2.61432 3.96785 0.91410
H -0.90278 4.32766 0.64567
H -1.85478 -2.65131 3.49362
H -2.01159 -3.27047 5.89121
H -1.80907 -1.52476 7.63432
H -1.49187 0.84052 6.96140
H -1.36067 1.43712 4.55731
H -1.86653 4.38065 -1.57150
H -2.12056 4.11170 -4.02194
H -1.84012 1.84021 -5.02614
H -1.20093 -0.03709 -3.52357
B -1.88616 -3.50632 -1.97620
N -2.89766 -2.37775 -1.64727
C -4.19769 -2.46924 -1.96572
C -4.84543 -1.33414 -1.51288
C -3.83172 -0.58497 -0.91545
N -2.67049 -1.22721 -1.00652
N -0.42651 -3.19804 -1.52941
C 0.54876 -4.09796 -1.70459
C 1.72993 -3.58264 -1.20021
C 1.37461 -2.32467 -0.72278
N 0.07220 -2.11017 -0.93449
H -2.23805 -4.51130 -1.39956
H -1.87272 -3.66823 -3.17740
H -4.57989 -3.32465 -2.49671
H -5.88964 -1.08784 -1.59660
H -3.87860 0.38102 -0.43776
H 0.34566 -5.03880 -2.18755
H 2.69915 -4.04942 -1.18614
H 1.97905 -1.56353 -0.25801
C 2.77183 -0.58031 4.53807
N 2.76320 -0.31859 3.10694
C 3.98279 -0.45219 2.32901
C 1.60104 -0.04481 2.48932
O 1.47410 0.07742 1.28462
H 3.71472 -1.04801 4.80935
H 1.96153 -1.25454 4.82025
H 2.66227 0.33842 5.12081
H 4.84019 -0.30830 2.98307
H 3.99830 0.30560 1.54679
H 4.05167 -1.43079 1.84781
H 0.77779 0.07744 3.19921
Cl 5.41874 3.14617 -6.18237
C 4.35012 2.45205 -4.98170
C 3.51691 1.38874 -5.32291
C 2.68678 0.83110 -4.37891
C 2.63591 1.30890 -3.02631
C 1.80952 0.73650 -2.07719
C 3.50394 2.41385 -2.73606
C 4.33527 2.96126 -3.68517
H 3.52525 1.00162 -6.33505
H 2.04167 0.00255 -4.65090
H 1.76314 1.10521 -1.05795
H 1.16347 -0.09293 -2.33026
H 3.49098 2.82444 -1.73197
H 4.98249 3.79163 -3.42769
```

Summary:
LUMO level (spin up / spin down)	1.810 / 1.812	eV
E_HOMO (spin up / spin down)	-1.77 / -1.78	eV
total charge	-1
HOMO-LUMO gap (spin up / spin down)	3.58 / 3.59	eV
energy relative to the best compared isomer or geometry (same formula, charge and spin)	176.6	kJ/mol

---

DFT (the ωB97M-V functional and the def2-TZVPD basis) results for a structure of composition C40H41AlCl3N7O7S2.

Geometry as XYZ:
```
101
Properties=species:S:1:pos:R:3
Al 0.88963 0.51798 -1.48176
C 2.01002 -1.63751 0.44904
O 2.27638 -0.55857 -0.47514
C 3.67805 -0.26411 -0.59053
C 3.77990 1.21398 -0.86543
O 2.74160 1.50395 -1.80680
C 2.96925 2.71018 -2.55271
H 2.36376 -1.34871 1.43974
H 2.53177 -2.52520 0.11210
H 0.93927 -1.81322 0.47019
H 4.10398 -0.86355 -1.39746
H 4.19134 -0.51053 0.33799
H 4.75195 1.46164 -1.29134
H 3.61797 1.80172 0.04143
H 3.16173 3.54270 -1.87520
H 2.07830 2.91169 -3.14183
H 3.82147 2.57640 -3.21849
O -4.08485 -0.57226 0.29319
S -3.29603 -1.76579 0.12148
O -3.44800 -2.84976 1.02804
N -1.70059 -1.25853 0.05871
C -1.26144 -1.35210 -1.15206
O -0.07744 -0.95469 -1.48518
C -2.18846 -1.88983 -2.17098
C -2.01596 -1.98409 -3.54040
C -3.07055 -2.48632 -4.29487
C -4.26043 -2.88224 -3.68930
C -4.44165 -2.75793 -2.31386
C -3.38833 -2.25096 -1.58654
H -1.08987 -1.66769 -4.00579
H -2.96767 -2.57819 -5.36844
H -5.06141 -3.28036 -4.29739
H -5.36879 -3.04632 -1.83644
Cl -1.38809 4.02990 9.76581
C -1.02191 3.34996 8.22612
C 0.14421 2.62418 8.04796
C 0.41248 2.07176 6.80715
C -0.45796 2.23258 5.73617
C -0.11740 1.66344 4.38004
C 0.78254 2.66230 3.65994
N 0.79875 2.53917 2.19454
C 0.81121 3.59693 1.32173
C 0.85014 3.06750 0.07464
N 0.88042 1.68698 0.17356
C 0.81283 1.41138 1.47423
O 0.59900 0.44875 4.42211
C -0.02996 -0.62542 5.15033
C -1.51822 -0.65970 5.03835
C -2.36797 -0.51586 6.09717
Cl -1.94925 -0.38611 7.75151
S -4.01706 -0.49473 5.62851
C -3.59014 -0.68742 3.98429
C -2.24514 -0.76925 3.81395
C -1.60591 2.99378 5.93995
Cl -2.70033 3.31800 4.62270
C -1.90484 3.54216 7.17343
H 0.82735 2.49066 8.87518
H 1.31708 1.49189 6.66447
H -1.03696 1.53197 3.80319
H 1.80161 2.53040 4.02526
H 0.45437 3.67046 3.89972
H 0.80233 4.62073 1.65526
H 0.88510 3.57765 -0.87177
H 0.81079 0.43167 1.92677
H 0.25487 -0.55765 6.19998
H 0.41711 -1.52891 4.73627
H -4.35741 -0.74890 3.23017
H -1.77878 -0.92852 2.84907
H -2.80651 4.12122 7.31417
C -2.17461 3.22310 -2.64561
C -1.62790 2.12251 -1.79734
N -2.34751 1.66825 -0.79704
O -0.48537 1.64956 -2.05525
H -2.98325 3.75348 -2.14886
H -2.55788 2.79768 -3.57598
H -1.37994 3.92087 -2.90238
H -3.29958 1.96714 -0.64735
H -2.05038 0.87274 -0.23714
C 1.22169 0.62589 -5.81156
C 0.84331 0.90891 -4.51472
N 1.26239 0.17556 -3.47667
C 2.02520 -0.90348 -3.72268
C 2.44515 -1.27191 -4.99700
C 2.04975 -0.45474 -6.05405
C 3.35483 -2.42024 -5.19198
C 3.26907 -3.59469 -4.57318
C 2.10456 -4.08427 -3.78397
C 0.93473 -4.42232 -4.45442
C -0.09307 -4.96449 -3.70303
N 0.01653 -5.15475 -2.39310
C 1.17419 -4.80552 -1.85070
N 2.22710 -4.26725 -2.46662
H 0.87813 1.25725 -6.61883
H 0.20125 1.74691 -4.28412
H 2.33403 -1.48549 -2.86403
H 2.37501 -0.67731 -7.06313
H 4.17327 -2.25049 -5.88311
H 4.05749 -4.32633 -4.71743
H 0.85367 -4.29407 -5.52532
H -1.02909 -5.26516 -4.16124
H 1.27396 -4.99205 -0.78802
```

Summary:
LUMO level	-5.119	eV
E_HOMO	-12.15	eV
total charge	+2
HOMO-LUMO gap	7.03	eV

---

DFT (the ωB97M-V functional and the def2-TZVPD basis) results for the molecule C4H5FOS in a non-equilibrium geometry.

Geometry as XYZ:
```
12
Properties=species:S:1:pos:R:3
C -1.75509 0.19750 -0.84022
C -0.87626 -0.23246 0.01206
F -0.90045 -1.52754 0.37458
C 0.21808 0.57231 0.64504
C 1.60185 0.33324 0.00279
O 2.32456 1.23849 -0.20453
S 2.19072 -1.34025 -0.32765
H -1.84725 1.25993 -1.03750
H -2.49821 -0.47768 -1.27153
H 0.38287 0.25918 1.67073
H -0.01968 1.62638 0.67767
H 1.17885 -1.90908 0.29856
```

Summary:
SMILES	C=C(F)CC(=O)S
LUMO level	0.710	eV
E_HOMO	-9.80	eV
HOMO-LUMO gap	10.51	eV
energy relative to the best compared isomer or geometry (same formula, charge and spin)	14.4	kJ/mol

---

DFT (the ωB97M-V functional and the def2-TZVPD basis) results for a cluster of 2 separate species, C4H8Si in total in a non-equilibrium geometry.

Geometry as XYZ:
```
13
Properties=species:S:1:pos:R:3
C -1.44539 0.66937 -1.29823
C -2.27727 0.80938 -0.26295
C 2.15352 1.46599 0.88667
C 2.83534 1.06557 -0.16296
Si -2.16502 -0.79003 0.84473
H -1.06678 1.40032 -2.05075
H -0.79532 -0.23004 -1.40243
H -2.89335 1.69001 -0.03444
H 2.00007 2.49632 0.96161
H 2.01822 0.86043 1.74448
H 3.32168 0.11867 -0.21177
H 3.19694 1.77960 -0.85447
H -3.01115 -1.75188 -0.16729
```

Summary:
LUMO level	-0.720	eV
E_HOMO	-8.33	eV
HOMO-LUMO gap	7.61	eV
energy relative to the best compared isomer or geometry (same formula, charge and spin)	328.3	kJ/mol

---

Q: Number 2 is which compound?
A: C40H41AlCl3N7O7S2

---

Please write out number 4 again, unchanged.
DFT (the ωB97M-V functional and the def2-TZVPD basis) results for a cluster of 2 separate species, C4H8Si in total in a non-equilibrium geometry.

Geometry as XYZ:
```
13
Properties=species:S:1:pos:R:3
C -1.44539 0.66937 -1.29823
C -2.27727 0.80938 -0.26295
C 2.15352 1.46599 0.88667
C 2.83534 1.06557 -0.16296
Si -2.16502 -0.79003 0.84473
H -1.06678 1.40032 -2.05075
H -0.79532 -0.23004 -1.40243
H -2.89335 1.69001 -0.03444
H 2.00007 2.49632 0.96161
H 2.01822 0.86043 1.74448
H 3.32168 0.11867 -0.21177
H 3.19694 1.77960 -0.85447
H -3.01115 -1.75188 -0.16729
```

Summary:
LUMO level	-0.720	eV
E_HOMO	-8.33	eV
HOMO-LUMO gap	7.61	eV
energy relative to the best compared isomer or geometry (same formula, charge and spin)	328.3	kJ/mol

---

Copy entry 3 word for word.
DFT (the ωB97M-V functional and the def2-TZVPD basis) results for the molecule C4H5FOS in a non-equilibrium geometry.

Geometry as XYZ:
```
12
Properties=species:S:1:pos:R:3
C -1.75509 0.19750 -0.84022
C -0.87626 -0.23246 0.01206
F -0.90045 -1.52754 0.37458
C 0.21808 0.57231 0.64504
C 1.60185 0.33324 0.00279
O 2.32456 1.23849 -0.20453
S 2.19072 -1.34025 -0.32765
H -1.84725 1.25993 -1.03750
H -2.49821 -0.47768 -1.27153
H 0.38287 0.25918 1.67073
H -0.01968 1.62638 0.67767
H 1.17885 -1.90908 0.29856
```

Summary:
SMILES	C=C(F)CC(=O)S
LUMO level	0.710	eV
E_HOMO	-9.80	eV
HOMO-LUMO gap	10.51	eV
energy relative to the best compared isomer or geometry (same formula, charge and spin)	14.4	kJ/mol